(1)
{
  "formula": "C6H12O",
  "method": "ωB97M-V/def2-TZVPD",
  "total_charge": 0,
  "relative_energy_kj_mol": 428.8,
  "orbital_gap_ev": 9.55,
  "mol_weight_g_mol": 100.2,
  "homo_ev": -8.7,
  "fmax_ha_per_bohr": 0.0091,
  "elements": ["C", "O", "C", "C", "C", "C", "C", "H", "H", "H", "H", "H", "H", "H", "H", "H", "H", "H", "H"],
  "coordinates": [[2.8636, 0.7847, 0.1737], [1.9154, 0.7187, 1.2507], [1.6212, -0.4789, 1.6677], [-0.8651, -0.3846, -0.2981], [-0.8798, 1.1244, -0.3574], [-1.6764, -1.1923, -1.2685], [-2.0754, -1.1320, 0.1822], [2.3136, 1.0531, -0.7322], [3.3421, -0.1913, 0.0663], [3.5850, 1.5685, 0.4176], [0.0902, -0.8304, -0.0163], [0.8424, -0.2660, 2.4392], [-0.1506, 1.5028, -1.0864], [-0.6409, 1.5648, 0.6181], [-1.8690, 1.4918, -0.6607], [-1.2529, -2.1176, -1.6489], [-2.2854, -0.6486, -1.9876], [-1.9199, -2.0145, 0.7965], [-2.9580, -0.5527, 0.4441]],
  "forces_ev_per_a": [[0.1950, 0.0989, -0.1761], [-0.0727, -0.4112, 0.1432], [-0.0613, 0.4543, 0.0830], [0.1111, 0.0321, 0.0616], [-0.0243, 0.0558, -0.0361], [-0.0046, -0.0419, -0.1942], [-0.0899, -0.0320, 0.1520], [0.1105, -0.0371, 0.1234], [-0.0577, 0.1604, -0.0047], [-0.1124, -0.1487, -0.0486], [-0.1958, 0.0629, -0.1091], [0.0957, -0.0906, -0.0362], [-0.1375, -0.0573, 0.1214], [-0.0412, -0.0633, -0.1679], [0.1681, -0.0894, 0.0575], [-0.0869, 0.1433, 0.0779], [0.0840, -0.0853, 0.1479], [-0.0394, 0.1245, -0.1268], [0.1591, -0.0756, -0.0683]]
}

---

(2)
{
  "formula": "C6H12O",
  "method": "ωB97M-V/def2-TZVPD",
  "total_charge": 0,
  "relative_energy_kj_mol": 365.8,
  "orbital_gap_ev": 9.54,
  "mol_weight_g_mol": 100.2,
  "homo_ev": -8.5,
  "fmax_ha_per_bohr": 0.0048,
  "elements": ["C", "C", "O", "C", "C", "C", "C", "H", "H", "H", "H", "H", "H", "H", "H", "H", "H", "H", "H"],
  "coordinates": [[2.4353, -0.0269, -0.3266], [1.1212, -0.3116, 0.4179], [1.3465, -0.6470, 1.7747], [0.3819, 0.9789, 0.2798], [-0.5321, 0.9969, -0.8659], [-1.5836, 0.4976, 0.1769], [-2.1720, -0.8777, -0.1028], [2.2752, 0.0476, -1.4075], [3.1346, -0.8413, -0.1216], [2.8749, 0.9109, 0.0298], [0.6531, -1.1996, -0.0353], [1.3897, 0.2027, 2.2379], [-1.0733, 0.4740, 1.1721], [-0.3913, 0.2585, -1.6686], [-0.7763, 1.9787, -1.2765], [-2.3386, 1.2722, 0.3242], [-1.3873, -1.6206, -0.2796], [-2.8207, -0.8636, -0.9843], [-2.7597, -1.2184, 0.7555]],
  "forces_ev_per_a": [[0.1228, 0.0422, -0.0711], [-0.0726, 0.0281, -0.2345], [0.0841, 0.1550, 0.1494], [0.0216, -0.1313, -0.1784], [0.0782, 0.0652, -0.0849], [-0.1862, -0.0156, 0.0413], [-0.0076, -0.0754, -0.0150], [0.0293, -0.0249, 0.1453], [-0.1045, 0.0859, -0.0279], [-0.0208, -0.1342, -0.0576], [0.0269, 0.1796, 0.0547], [0.0023, -0.1199, 0.0186], [-0.1095, -0.0509, 0.0440], [-0.0204, 0.0618, 0.1719], [0.0305, -0.1773, 0.1004], [0.1058, -0.0940, -0.0415], [-0.1279, 0.1267, 0.0305], [0.1032, 0.0373, 0.1030], [0.0449, 0.0418, -0.1482]]
}

---

(3)
{
  "formula": "C6H12O",
  "method": "ωB97M-V/def2-TZVPD",
  "total_charge": 0,
  "relative_energy_kj_mol": 88.8,
  "orbital_gap_ev": 9.73,
  "mol_weight_g_mol": 100.2,
  "smiles": "C=C(O)CCCC",
  "homo_ev": -8.8,
  "fmax_ha_per_bohr": 0.0104,
  "elements": ["C", "C", "O", "C", "C", "C", "C", "H", "H", "H", "H", "H", "H", "H", "H", "H", "H", "H", "H"],
  "coordinates": [[1.9456, -0.6071, 0.3127], [1.2591, 0.4946, 0.6349], [1.1675, 0.9312, 1.9237], [0.3733, 1.3018, -0.2720], [-1.1115, 0.9779, 0.0227], [-1.3735, -0.5235, 0.1196], [-0.9271, -1.2510, -1.1548], [2.1837, -0.8656, -0.7098], [0.0668, -1.6754, -0.9694], [2.2946, -1.2878, 1.0871], [1.8029, 0.4195, 2.4429], [0.5450, 2.3736, -0.1247], [0.6049, 1.0632, -1.3149], [-1.4231, 1.4777, 0.9467], [-1.7265, 1.3836, -0.7924], [-2.4289, -0.7023, 0.3565], [-0.8039, -0.9315, 0.9623], [-1.6390, -2.0189, -1.4719], [-0.8097, -0.5603, -1.9991]],
  "forces_ev_per_a": [[0.1196, 0.2400, 0.0584], [0.0911, -0.1701, -0.2412], [-0.0329, -0.1804, 0.2355], [0.1098, 0.0010, -0.0495], [-0.0350, 0.0610, 0.0403], [-0.0164, 0.0039, 0.0500], [0.0528, -0.0452, -0.0683], [-0.3465, -0.0262, 0.0209], [-0.4050, -0.1829, -0.2996], [0.2811, 0.2859, -0.0511], [-0.1755, 0.1333, 0.0560], [0.0390, -0.1464, -0.0121], [0.0409, 0.0010, 0.1952], [0.0845, -0.0642, -0.1147], [0.1400, 0.0465, 0.1431], [0.1224, 0.0793, -0.1849], [-0.1578, 0.0630, -0.0256], [0.2464, -0.0387, 0.1382], [-0.1584, -0.0608, 0.1095]]
}

---

(4)
{
  "formula": "C6H12O",
  "method": "ωB97M-V/def2-TZVPD",
  "total_charge": 0,
  "relative_energy_kj_mol": 114.4,
  "orbital_gap_ev": 10.30,
  "mol_weight_g_mol": 100.2,
  "smiles": "CC[C@@H]1C[C@@]1(C)O",
  "homo_ev": -9.3,
  "fmax_ha_per_bohr": 0.0064,
  "elements": ["C", "C", "O", "C", "C", "C", "C", "H", "H", "H", "H", "H", "H", "H", "H", "H", "H", "H", "H"],
  "coordinates": [[-0.2549, 1.3869, -1.1425], [-0.8463, 0.9066, 0.1711], [-1.4910, 1.9022, 0.9245], [-1.3754, -0.4971, 0.2533], [-0.1311, -0.0929, 1.0223], [1.2809, -0.5630, 0.6970], [1.3501, -1.6904, -0.3274], [-0.9378, 1.2154, -1.9835], [0.6857, 0.8810, -1.3807], [-0.0399, 2.4584, -1.0823], [-2.0750, 2.3931, 0.3369], [-2.2797, -0.6626, 0.8319], [-1.2737, -1.1285, -0.6279], [-0.3239, 0.0458, 2.0838], [0.7577, -2.5396, 0.0281], [1.7577, -0.9025, 1.6232], [1.8721, 0.2992, 0.3596], [2.3812, -2.0221, -0.4873], [0.9434, -1.3899, -1.3003]],
  "forces_ev_per_a": [[0.0364, 0.0181, 0.0035], [0.2097, -0.2164, -0.1318], [-0.1536, 0.1503, -0.0599], [-0.1390, -0.0944, -0.0639], [0.1171, 0.1119, 0.1049], [0.0340, 0.0023, 0.0073], [-0.0165, -0.0538, -0.0488], [0.0444, 0.0798, 0.1612], [-0.1589, 0.0445, 0.0360], [0.0141, -0.1304, 0.0275], [-0.0999, -0.0446, 0.0442], [0.1452, 0.0408, -0.0674], [0.0155, 0.1330, 0.1543], [0.0287, 0.0798, -0.1646], [0.1229, 0.0250, -0.1122], [-0.0962, 0.0264, -0.1104], [-0.0300, -0.1534, 0.0375], [-0.1475, 0.0336, 0.0403], [0.0736, -0.0525, 0.1424]]
}

---

(5)
{
  "formula": "C6H12O",
  "method": "ωB97M-V/def2-TZVPD",
  "total_charge": 0,
  "relative_energy_kj_mol": 454.0,
  "orbital_gap_ev": 10.44,
  "mol_weight_g_mol": 100.2,
  "smiles": "OC1C=C1.[H][H].C=CC",
  "homo_ev": -9.3,
  "fmax_ha_per_bohr": 0.0097,
  "elements": ["C", "C", "C", "C", "C", "C", "O", "H", "H", "H", "H", "H", "H", "H", "H", "H", "H", "H", "H"],
  "coordinates": [[-0.6562, -1.8109, 0.8009], [-1.2773, -1.0618, -0.1082], [-1.2472, -1.3478, -1.5801], [-0.0323, 2.1082, -0.5602], [0.3652, 2.3959, 0.6472], [1.3662, 1.7439, -0.2409], [1.8046, 0.4230, -0.1082], [1.9193, -0.7570, 2.3224], [-0.7942, -1.6594, 1.8676], [-0.0055, -2.6294, 0.4968], [-1.9044, -0.2313, 0.2190], [-2.2184, -1.7674, -1.8691], [-0.4765, -2.0864, -1.8212], [-1.0809, -0.4554, -2.1936], [-0.8188, 2.1412, -1.3029], [0.1350, 2.8672, 1.5946], [1.6690, -0.0584, 2.3334], [2.2033, 2.3183, -0.6377], [1.0490, -0.1324, 0.1403]],
  "forces_ev_per_a": [[-0.1114, 0.0782, -0.0938], [0.0008, -0.1972, 0.1582], [0.0165, -0.0349, -0.0544], [-0.0411, 0.0889, 0.0521], [-0.0900, 0.0290, -0.0717], [0.2340, 0.3813, -0.2247], [-0.2375, -0.1864, -0.0167], [-0.0214, 0.0207, 0.1539], [0.1253, 0.1120, -0.1565], [-0.1405, 0.0571, 0.0533], [0.0620, -0.1729, -0.0192], [0.1199, 0.0847, -0.0718], [-0.1018, 0.1139, 0.0207], [0.0000, -0.0931, 0.1584], [0.1146, -0.0084, 0.1499], [0.0362, -0.2189, -0.1356], [0.0535, -0.1014, 0.1092], [-0.1250, -0.0366, 0.0092], [0.1058, 0.0841, -0.0204]]
}

---

(6)
{
  "formula": "C6H12O",
  "method": "ωB97M-V/def2-TZVPD",
  "total_charge": 0,
  "relative_energy_kj_mol": 65.4,
  "orbital_gap_ev": 10.61,
  "mol_weight_g_mol": 100.2,
  "smiles": "CC[C@H]1CCCO1",
  "homo_ev": -9.5,
  "fmax_ha_per_bohr": 0.0456,
  "elements": ["C", "C", "C", "C", "C", "C", "O", "H", "H", "H", "H", "H", "H", "H", "H", "H", "H", "H", "H"],
  "coordinates": [[-1.7452, -1.5769, 1.1218], [-0.3900, -1.4897, 0.4823], [0.1933, -0.0871, 0.4984], [1.4090, 0.1057, -0.3596], [1.3387, 1.5484, -0.8244], [-0.1901, 1.7089, -1.0473], [-0.8088, 0.9951, -0.0023], [-1.6810, -1.2697, 2.1594], [-2.4229, -0.8966, 0.6242], [-2.1697, -2.5808, 1.0767], [0.2881, -2.1785, 0.9886], [-0.4667, -1.8390, -0.5434], [0.3594, 0.2506, 1.5250], [2.2419, -0.1601, 0.3155], [1.4032, -0.5869, -1.2103], [1.9418, 1.7567, -1.7155], [1.6470, 2.2304, -0.0249], [-0.4823, 2.7645, -1.0280], [-0.4656, 1.3048, -2.0362]],
  "forces_ev_per_a": [[-0.3860, 0.0591, 0.2400], [-0.0433, 0.1540, -0.3321], [-1.7870, 1.4669, -0.3775], [0.6339, -0.4757, 0.5407], [-0.4169, 0.2503, -0.0221], [0.9219, 0.0206, -0.3543], [0.9653, -1.6478, 0.4823], [-0.1217, -0.0006, 0.3206], [-0.2408, 0.1396, -0.0865], [0.1016, -0.0009, 0.0219], [0.2907, 0.1275, 0.0239], [0.0986, 0.0160, -0.3165], [0.1280, -0.1846, 0.0055], [0.1608, 0.2987, -0.6963], [-0.0032, 0.1016, 0.1369], [-0.1743, -0.0437, 0.1615], [0.0252, -0.0781, -0.0926], [-0.1365, -0.1950, 0.1738], [-0.0165, -0.0078, 0.1707]]
}